Record 1
{
  "formula": "C16H24N2O6",
  "method": "wB97M-V/def2-TZVPD",
  "gap_ha": 0.32126,
  "spin_multiplicity": 1,
  "smiles": "COCCCN[C@@H](CC(=O)Nc1ccc(OC)cc1OC)C(=O)O",
  "relative_energy_kcal_mol": 32.8,
  "species": ["C", "O", "C", "C", "C", "N", "H", "C", "H", "C", "O", "O", "H", "C", "C", "O", "N", "C", "C", "C", "C", "C", "C", "O", "C", "H", "H", "H", "H", "O", "C", "H", "H", "H", "H", "H", "H", "H", "H", "H", "H", "H", "H", "H", "H", "H", "H", "H"],
  "xyz": [[-3.572477, -5.504095, 1.503759], [-4.237523, -4.656227, 0.601041], [-4.528417, -3.365531, 1.082641], [-3.317529, -2.425321, 1.195694], [-2.648594, -2.427683, 2.573591], [-1.803045, -1.249282, 2.732210], [-1.602770, -1.129773, 3.722998], [-0.530246, -1.324560, 2.038215], [-0.686137, -1.790964, 1.059431], [0.494539, -2.171293, 2.821874], [0.257182, -2.563043, 3.934672], [1.630996, -2.427055, 2.198823], [1.688063, -1.947815, 1.326844], [0.002081, 0.107513, 1.820316], [0.894223, 0.214014, 0.596205], [1.520605, -0.747621, 0.163855], [0.926131, 1.443576, 0.056750], [1.661908, 1.914450, -1.042963], [2.501946, 1.129793, -1.810763], [3.198497, 1.667810, -2.881845], [3.055188, 3.011298, -3.194293], [2.206894, 3.813442, -2.424253], [1.513146, 3.280772, -1.357927], [0.663163, 3.986177, -0.547952], [0.474325, 5.357008, -0.811814], [-0.228135, 5.707049, -0.057022], [1.411787, 5.913036, -0.721687], [0.048512, 5.516394, -1.806497], [2.123237, 4.851178, -2.699554], [3.682192, 3.653223, -4.216063], [4.555184, 2.913803, -5.037149], [4.935433, 3.620423, -5.772977], [4.031039, 2.102351, -5.551377], [5.391812, 2.501972, -4.464381], [3.843787, 1.023884, -3.455445], [2.614483, 0.086711, -1.569336], [0.371019, 2.171411, 0.488331], [-0.862128, 0.766434, 1.722665], [0.573562, 0.429866, 2.695738], [-2.090495, -3.358636, 2.743004], [-3.426291, -2.360045, 3.338458], [-2.608548, -2.702775, 0.414170], [-3.649979, -1.404332, 1.001530], [-5.227503, -2.963020, 0.344682], [-5.044154, -3.430884, 2.052992], [-4.064264, -5.504938, 2.483742], [-2.521732, -5.224713, 1.634270], [-3.620967, -6.503983, 1.074797]],
  "atomic_forces_ev_per_a": [[0.03, -0.02, -0.03], [-0.04, -0.10, -0.13], [0.08, 0.23, -0.17], [-0.19, -0.31, 0.31], [-0.02, 0.04, -0.24], [0.16, 0.17, 0.19], [-0.01, -0.05, -0.14], [-0.17, 0.16, 0.14], [0.05, 0.06, 0.09], [-0.42, 0.12, -0.20], [0.16, -0.05, 0.04], [0.44, -0.10, -0.15], [-0.25, -0.06, 0.30], [0.08, -0.33, -0.12], [-0.32, 0.24, 0.45], [0.20, -0.12, -0.24], [-0.17, 0.42, 0.03], [0.19, 0.01, -0.21], [-0.17, 0.04, 0.20], [0.19, 0.31, -0.35], [-0.07, -0.17, 0.16], [-0.02, 0.09, -0.01], [0.09, -0.16, -0.06], [0.22, -0.53, -0.08], [-0.08, 0.30, -0.01], [0.06, 0.03, -0.08], [-0.03, -0.04, -0.01], [0.03, -0.02, 0.03], [-0.05, 0.14, 0.01], [-0.21, 0.16, 0.20], [0.13, -0.12, -0.12], [0.00, -0.09, 0.03], [0.02, 0.02, 0.03], [-0.04, 0.00, -0.02], [0.07, -0.04, -0.08], [-0.01, -0.02, 0.02], [-0.01, -0.26, 0.06], [0.06, -0.03, 0.01], [0.00, 0.08, -0.01], [-0.08, 0.03, 0.05], [0.04, -0.07, -0.01], [0.00, 0.04, -0.11], [0.00, 0.04, -0.02], [0.02, 0.03, 0.16], [-0.02, 0.00, -0.06], [0.01, -0.01, 0.02], [-0.01, -0.02, 0.02], [0.05, -0.01, 0.09]]
}


Record 2
{
  "formula": "CH5FN2",
  "method": "wB97M-V/def2-TZVPD",
  "gap_ha": 0.34048,
  "spin_multiplicity": 1,
  "relative_energy_kcal_mol": 59.2,
  "species": ["C", "N", "N", "F", "H", "H", "H", "H", "H"],
  "xyz": [[0.060343, -0.545647, 1.063299], [0.252394, 0.556335, 0.091597], [-0.187304, 1.606433, 0.221438], [-0.222294, -0.084431, -2.534339], [0.943124, -1.150955, 1.302057], [-0.353863, -0.003652, 1.996145], [-0.696786, -1.080365, 0.589098], [0.874982, 0.210495, -0.766409], [-0.670597, 0.491787, -1.962887]],
  "atomic_forces_ev_per_a": [[0.01, 1.63, 2.43], [3.80, -4.87, -1.09], [-2.03, 4.95, -0.10], [-0.11, -0.09, -0.19], [-0.12, 0.30, -0.39], [0.67, -1.14, -1.43], [-1.28, -1.60, -0.31], [-0.83, 0.59, 1.23], [-0.12, 0.23, -0.17]]
}


Record 3
{
  "formula": "C42H39ClNOsP2",
  "method": "wB97M-V/def2-TZVPD",
  "gap_ha": [0.27263, 0.11296],
  "spin_multiplicity": 5,
  "charge": 3,
  "s_squared": 6.05,
  "species": ["Os", "Cl", "P", "P", "C", "C", "C", "C", "C", "C", "C", "C", "C", "C", "C", "H", "H", "H", "H", "H", "C", "C", "C", "C", "C", "H", "H", "H", "H", "H", "C", "C", "C", "C", "C", "H", "H", "H", "H", "H", "C", "C", "C", "C", "C", "H", "H", "H", "H", "H", "C", "C", "C", "C", "C", "H", "H", "H", "H", "H", "C", "C", "C", "C", "C", "H", "H", "H", "H", "H", "H", "H", "N", "C", "C", "C", "C", "C", "C", "H", "H", "H", "H", "H", "H", "H"],
  "xyz": [[-0.000213, -0.000735, -0.413444], [2.470587, -0.003435, -0.796744], [-0.028113, -2.318135, -0.634944], [0.000187, 2.316265, -0.651444], [0.299887, -3.218335, 0.920456], [1.206787, -3.022635, -1.778844], [-1.623713, -2.998335, -1.208444], [-1.656513, 3.085465, -0.705244], [0.846987, 3.197865, 0.705756], [0.839287, 2.949365, -2.143244], [-0.630913, -4.078135, 1.514156], [-0.313113, -4.736535, 2.703556], [0.933187, -4.545135, 3.298256], [1.865187, -3.690235, 2.704256], [1.553287, -3.024235, 1.522556], [-1.601513, -4.230535, 1.052556], [-1.042113, -5.398335, 3.163156], [1.177887, -5.057635, 4.224556], [2.836487, -3.536835, 3.165956], [2.271387, -2.351935, 1.055656], [-2.796013, -2.587335, -0.556444], [-4.032013, -3.095935, -0.944644], [-4.114213, -4.007135, -2.000444], [-2.954413, -4.409935, -2.660244], [-1.711413, -3.912835, -2.263644], [-2.733413, -1.863035, 0.250556], [-4.933213, -2.774035, -0.430244], [-5.080313, -4.395835, -2.309944], [-3.012513, -5.113235, -3.486044], [-0.810913, -4.231835, -2.778244], [1.751287, -4.290835, -1.530744], [2.662887, -4.849435, -2.424744], [3.040787, -4.144935, -3.568844], [2.508587, -2.878735, -3.813444], [1.598987, -2.315935, -2.920744], [1.467787, -4.835735, -0.635244], [3.082887, -5.830735, -2.223044], [3.757387, -4.577635, -4.261444], [2.814087, -2.319235, -4.693044], [1.203687, -1.319735, -3.085144], [2.188587, 3.558565, 0.501656], [2.884487, 4.233165, 1.500456], [2.256587, 4.544765, 2.709256], [0.925887, 4.183265, 2.915256], [0.218287, 3.513965, 1.915056], [2.671987, 3.304665, -0.440344], [3.922087, 4.510565, 1.337456], [2.805487, 5.064765, 3.489456], [0.434387, 4.420765, 3.854656], [-0.818713, 3.236865, 2.077056], [-2.742013, 2.381065, -0.164644], [-4.013013, 2.949065, -0.151544], [-4.217713, 4.220265, -0.693244], [-3.144813, 4.921265, -1.241744], [-1.866513, 4.360265, -1.243744], [-2.585013, 1.384365, 0.236756], [-4.846413, 2.395965, 0.272356], [-5.211713, 4.658665, -0.692344], [-3.298913, 5.907465, -1.670344], [-1.033613, 4.910965, -1.668744], [1.102487, 4.318565, -2.284144], [1.702787, 4.801265, -3.446344], [2.045187, 3.921865, -4.473844], [1.789787, 2.556865, -4.334344], [1.195387, 2.070665, -3.172844], [0.845287, 5.004265, -1.482744], [1.907787, 5.863565, -3.544744], [2.519087, 4.297965, -5.376144], [2.069487, 1.866265, -5.124944], [1.017387, 1.008465, -3.044244], [-1.593213, 0.001065, -0.392644], [-0.260813, -0.008035, -2.041044], [0.004287, 0.006665, 1.465556], [0.004587, 0.012765, 2.903656], [1.199087, -0.171535, 3.640656], [1.191987, -0.178135, 5.030456], [0.001487, 0.009765, 5.726456], [-1.189213, 0.187065, 5.030056], [-1.193513, 0.175565, 3.642356], [0.995987, -0.148335, 1.429856], [-1.002513, 0.162765, 1.438556], [2.140587, -0.317735, 3.127856], [2.114487, -0.325235, 5.573256], [0.000887, 0.014465, 6.807056], [-2.116213, 0.333265, 5.566956], [-2.136813, 0.291465, 3.129856]],
  "atomic_forces_ev_per_a": [[4.36, -0.23, -7.04], [-2.04, 0.03, 0.71], [0.65, -2.94, -0.54], [-0.64, 3.64, -0.74], [-0.23, 0.11, 0.34], [0.06, 0.18, -0.12], [0.72, -0.04, -0.09], [-0.41, -0.59, 0.19], [0.41, -0.31, -0.04], [0.14, -0.68, -0.33], [0.14, 0.16, 0.08], [0.06, 0.10, -0.09], [-0.09, 0.12, -0.20], [-0.09, 0.05, -0.10], [-0.27, 0.09, 0.06], [0.07, -0.13, 0.13], [0.13, 0.08, -0.09], [-0.03, 0.06, -0.17], [-0.12, -0.06, -0.08], [0.08, -0.16, 0.06], [-2.36, 0.00, 0.18], [0.72, 1.13, 1.25], [-0.92, 0.11, 0.23], [2.30, -0.16, -0.50], [-0.76, -0.78, -1.11], [-0.12, -0.15, -0.07], [0.13, -0.09, -0.09], [0.08, 0.05, 0.02], [0.01, 0.05, 0.14], [-0.11, 0.02, 0.04], [-0.07, -0.05, 0.02], [-0.12, 0.18, 0.01], [-0.15, 0.11, 0.16], [-0.07, 0.06, 0.10], [-0.01, -0.16, -0.02], [0.09, -0.02, -0.15], [-0.08, 0.16, -0.02], [-0.12, 0.08, 0.11], [-0.06, -0.10, 0.13], [0.08, -0.10, -0.20], [0.04, -0.20, 0.28], [-0.08, -0.03, -0.01], [-0.07, -0.13, -0.22], [-0.12, -0.14, -0.19], [0.15, -0.13, 0.14], [0.04, 0.10, 0.30], [-0.17, -0.01, 0.02], [-0.09, -0.07, -0.13], [0.06, 0.01, -0.17], [-0.02, 0.11, 0.01], [-0.04, 0.58, -0.13], [0.03, 0.07, -0.03], [0.19, -0.20, 0.03], [0.16, -0.23, 0.12], [-0.10, -0.03, 0.07], [-0.27, 0.21, 0.02], [0.09, 0.11, -0.06], [0.16, -0.08, 0.00], [0.04, -0.16, 0.07], [-0.46, -0.06, 0.05], [0.12, 0.02, -0.12], [-0.11, -0.22, 0.13], [-0.11, -0.19, 0.18], [0.05, 0.08, 0.06], [0.01, 0.39, 0.04], [0.28, -0.03, -0.13], [-0.04, -0.17, 0.03], [-0.08, -0.06, 0.14], [-0.05, 0.13, 0.10], [0.10, 0.18, -0.26], [-0.66, -0.08, -0.33], [-0.56, 0.13, 0.41], [-0.54, 0.14, 9.78], [-0.08, -0.10, 2.12], [-0.09, 0.04, -0.18], [-0.15, 0.05, -0.53], [0.07, -0.01, -0.08], [0.01, -0.01, -0.54], [0.26, -0.02, -0.21], [1.46, -0.12, -1.21], [-0.76, 0.19, -1.34], [0.16, 0.03, -0.15], [0.06, 0.01, -0.06], [0.00, 0.00, 0.03], [-0.02, -0.02, -0.05], [-0.27, 0.11, -0.20]]
}